No. 1
Entry from the OMol25 dataset: a molecular structure, C37H45F6N10O3SbTeTi (ωB97M-V with the def2-TZVPD basis set).

Geometry as XYZ:
```
104
Properties=species:S:1:pos:R:3
Ti -0.84 0.48 -1.13
O -2.44 3.24 1.02
C -2.11 2.47 0.16
O -1.60 1.28 0.34
C -2.35 2.76 -1.31
C -2.69 4.02 -1.82
C -2.91 4.13 -3.16
C -2.88 2.99 -3.99
C -3.09 3.05 -5.39
C -3.01 1.91 -6.14
C -2.74 0.67 -5.53
C -2.53 0.58 -4.19
C -2.56 1.75 -3.40
N -2.25 1.68 -2.07
H -2.73 4.86 -1.15
H -3.11 5.10 -3.61
H -3.31 4.01 -5.84
H -3.15 1.97 -7.21
H -2.70 -0.21 -6.15
H -2.32 -0.36 -3.70
N 1.16 -4.11 -1.20
C 0.27 -4.41 -2.15
N 0.41 -5.54 -2.85
N -0.77 -3.65 -2.43
C -1.08 -2.51 -1.95
N -1.50 -1.49 -1.59
H 1.98 -4.66 -1.04
H 1.11 -3.21 -0.74
H 1.14 -6.20 -2.65
H -0.30 -5.78 -3.52
C -0.88 -1.96 1.82
C 0.18 -1.02 1.36
O 1.05 -0.62 2.23
N 0.32 -0.60 0.14
Te 2.03 0.68 0.81
C 3.02 1.93 2.46
C 3.90 2.93 2.05
C 3.96 3.51 0.66
C 4.73 3.50 3.01
C 4.63 3.18 4.35
C 5.54 3.79 5.37
C 3.58 2.34 4.74
C 2.72 1.75 3.82
C 1.51 1.05 4.36
C 3.38 -0.98 0.52
C 3.41 -1.60 -0.74
C 2.67 -1.12 -1.96
C 4.24 -2.70 -0.93
C 5.06 -3.19 0.07
C 5.99 -4.34 -0.19
C 5.02 -2.56 1.30
C 4.20 -1.47 1.55
C 4.24 -0.85 2.92
H -0.42 -2.78 2.37
H -1.48 -2.32 0.99
H -1.54 -1.42 2.51
H 2.99 3.43 0.17
H 4.70 3.00 0.05
H 4.23 4.56 0.72
H 5.45 4.25 2.68
H 6.30 4.41 4.90
H 6.04 3.01 5.95
H 4.97 4.40 6.07
H 3.40 2.17 5.79
H 1.26 1.47 5.34
H 1.65 -0.02 4.50
H 0.65 1.20 3.71
H 1.88 -0.44 -1.71
H 2.25 -1.95 -2.53
H 3.37 -0.61 -2.62
H 4.27 -3.16 -1.91
H 5.98 -4.62 -1.24
H 5.72 -5.20 0.42
H 7.01 -4.06 0.09
H 5.65 -2.93 2.10
H 4.72 -1.52 3.63
H 3.24 -0.63 3.26
H 4.81 0.08 2.90
C -6.86 -2.14 2.57
C -7.46 -1.26 1.47
C -7.52 -2.00 0.14
C -6.67 0.06 1.34
N -5.42 -0.11 0.63
C -5.11 0.24 -0.63
N -3.89 -0.15 -0.90
N -3.46 -0.75 0.23
N -4.36 -0.73 1.14
H -7.40 -3.09 2.61
H -6.95 -1.66 3.54
H -5.81 -2.34 2.37
H -8.48 -0.98 1.76
H -6.54 -2.41 -0.13
H -7.85 -1.34 -0.67
H -8.22 -2.83 0.21
H -6.44 0.46 2.33
H -7.26 0.80 0.79
H -5.78 0.77 -1.30
F -0.04 0.22 -2.69
Sb 1.80 2.11 -3.44
F 0.43 1.85 -0.93
F 3.21 1.33 -0.77
F 1.96 3.45 -4.84
F 1.43 0.86 -4.90
F -0.01 2.83 -3.36
```

Results
- Energy relative to the best compared isomer or geometry (same formula, charge and spin): 410.30 kJ/mol
- Frontier orbital gap (spin up / spin down): 0.2765 / 0.2326 Ha
- Net charge: +1
- 2S+1: 2
- Molar mass: 1089.049 g mol⁻¹
- Expectation value of S²: 0.770
- Calculated total energy: -113394.1346 eV



No. 2
Entry from the OMol25 dataset: a molecular structure, C37H45N6O8P2Ti (ωB97M-V with the def2-TZVPD basis set).

Geometry as XYZ:
```
99
Properties=species:S:1:pos:R:3
Ti 0.27 -0.14 0.33
O 4.05 1.46 1.19
C 2.87 1.23 1.14
N 2.24 0.15 0.57
C 2.94 -0.94 0.10
O 3.99 -0.94 -0.47
C 2.18 -2.18 0.48
C 2.76 -3.43 0.49
C 2.05 -4.50 1.01
C 0.77 -4.28 1.49
C 0.24 -3.01 1.42
N 0.92 -1.98 0.92
C 1.88 2.11 1.88
C 2.30 3.28 2.46
C 1.41 3.98 3.26
C 0.15 3.47 3.44
C -0.20 2.29 2.79
N 0.64 1.63 2.00
H 3.77 -3.53 0.11
H 2.48 -5.49 1.05
H 0.19 -5.09 1.92
H -0.77 -2.79 1.76
H 3.31 3.61 2.28
H 1.70 4.91 3.74
H -0.57 3.95 4.09
H -1.19 1.88 2.92
O -3.17 0.49 2.13
C -2.19 0.46 1.44
O -1.13 -0.30 1.61
C -2.03 1.39 0.18
O -2.90 2.14 -0.18
O -0.89 1.19 -0.41
C 2.62 1.12 -3.38
P 1.21 1.41 -2.21
C -0.21 0.99 -3.32
N -0.62 1.91 -4.23
C -1.66 1.58 -5.06
C -2.09 2.49 -6.04
C -3.13 2.17 -6.91
C -3.75 0.92 -6.83
C -3.33 0.00 -5.87
C -2.29 0.31 -4.97
N -1.90 -0.60 -4.02
C -0.84 -0.26 -3.22
P -0.30 -1.55 -1.98
C 1.40 -1.91 -2.68
C -1.09 -3.21 -2.59
C -2.63 -3.27 -2.58
C -0.62 -3.51 -4.02
C -0.61 -4.30 -1.63
C 1.34 3.32 -2.08
C 1.19 4.12 -3.37
C 2.74 3.58 -1.51
C 0.28 3.83 -1.09
H 2.82 2.00 -3.99
H 2.39 0.29 -4.04
H 3.52 0.87 -2.80
H -1.60 3.46 -6.10
H -3.46 2.88 -7.66
H -4.54 0.66 -7.52
H -3.78 -0.99 -5.80
H 1.40 -1.84 -3.76
H 1.73 -2.91 -2.38
H 2.13 -1.21 -2.28
H -3.05 -2.44 -3.14
H -3.02 -3.27 -1.56
H -2.93 -4.22 -3.05
H -0.81 -2.66 -4.68
H -1.19 -4.37 -4.39
H 0.44 -3.77 -4.06
H -1.01 -4.13 -0.63
H 0.48 -4.36 -1.57
H -0.98 -5.27 -1.99
H 1.92 3.82 -4.14
H 1.37 5.18 -3.13
H 0.20 4.00 -3.80
H 3.51 3.50 -2.29
H 3.01 2.88 -0.72
H 2.78 4.59 -1.09
H -0.73 3.58 -1.43
H 0.36 4.92 -1.01
H 0.41 3.40 -0.10
O -4.09 -2.60 0.56
C -3.78 -1.57 -0.05
O -2.64 -1.24 -0.52
C -4.88 -0.51 -0.33
N -4.39 0.31 -1.52
C -5.29 0.07 -2.68
C -6.01 -1.24 -2.32
C -6.19 -1.13 -0.80
H -4.96 0.10 0.56
H -3.44 -0.10 -1.63
H -4.22 1.27 -1.27
H -4.72 0.02 -3.59
H -6.00 0.89 -2.75
H -5.38 -2.10 -2.57
H -6.96 -1.33 -2.86
H -6.33 -2.09 -0.31
H -7.04 -0.48 -0.57
```

Results
- Energy relative to the best compared isomer or geometry (same formula, charge and spin): 203.90 kJ/mol
- Frontier orbital gap (spin up / spin down): 0.1544 / 0.2508 Ha
- Net charge: -1
- 2S+1: 3
- Molar mass: 811.616 g mol⁻¹
- Expectation value of S²: 2.026
- Calculated total energy: -106119.9757 eV



No. 3
Entry from the OMol25 dataset: a molecular structure, C37H46ClNO2PtSi2Te2 (ωB97M-V with the def2-TZVPD basis set).

Geometry as XYZ:
```
92
Properties=species:S:1:pos:R:3
Pt 0.15 0.51 0.00
C 5.84 0.98 4.14
C 4.84 0.58 3.09
C 5.25 0.13 1.83
C 4.37 -0.25 0.84
C 4.97 -0.68 -0.45
O 6.11 -0.36 -0.72
C 4.19 -1.54 -1.40
C 3.50 -2.65 -0.93
C 2.84 -3.48 -1.81
C 2.85 -3.19 -3.17
C 3.54 -2.08 -3.64
C 4.23 -1.26 -2.75
C 2.95 -0.12 1.05
O 2.16 -0.30 0.05
C 2.53 0.23 2.37
C 3.49 0.58 3.34
C 1.15 0.14 2.78
N 0.17 0.06 1.95
C -1.20 -0.26 2.41
C -1.37 -1.75 2.66
Te -3.46 -2.22 2.82
C -3.69 -2.35 0.74
C -3.68 -1.20 -0.04
C -3.70 -1.29 -1.42
C -3.77 -2.53 -2.03
C -3.80 -3.68 -1.26
C -3.75 -3.59 0.12
C 0.88 0.08 4.25
C 0.29 1.18 4.86
C 0.05 1.16 6.23
C 0.39 0.05 6.98
C 0.99 -1.04 6.37
C 1.25 -1.02 5.01
H 6.81 1.17 3.69
H 5.97 0.20 4.89
H 5.52 1.88 4.66
H 6.30 0.08 1.59
H 3.47 -2.85 0.14
H 2.31 -4.35 -1.45
H 2.32 -3.82 -3.86
H 3.55 -1.85 -4.69
H 4.79 -0.41 -3.11
H 3.14 0.88 4.32
H -1.86 0.03 1.59
H -1.49 0.34 3.28
H -0.85 -2.11 3.54
H -1.03 -2.31 1.79
H -3.64 -0.22 0.42
H -3.66 -0.39 -2.02
H -3.79 -2.61 -3.11
H -3.86 -4.65 -1.73
H -3.76 -4.49 0.73
H 0.02 2.05 4.27
H -0.41 2.02 6.70
H 0.20 0.04 8.04
H 1.27 -1.90 6.95
H 1.73 -1.86 4.53
Cl -0.84 0.83 -2.08
C 4.15 2.67 -1.02
Si 3.13 4.17 -1.50
C 3.50 5.64 -0.40
C 3.40 4.63 -3.30
C 1.32 3.69 -1.29
Te 0.83 3.02 0.67
C -0.80 4.34 1.07
Si -2.45 4.16 0.16
C -2.26 4.37 -1.68
C -3.55 5.54 0.83
C -3.19 2.49 0.60
H 5.14 2.68 -1.47
H 3.65 1.75 -1.33
H 4.29 2.62 0.06
H 4.56 5.89 -0.43
H 3.25 5.44 0.64
H 2.95 6.53 -0.71
H 4.44 4.88 -3.49
H 2.79 5.48 -3.57
H 3.13 3.80 -3.96
H 1.06 2.86 -1.94
H 0.63 4.51 -1.50
H -0.38 5.34 0.97
H -0.98 4.19 2.14
H -1.83 5.33 -1.94
H -3.25 4.32 -2.14
H -1.66 3.58 -2.13
H -3.13 6.52 0.58
H -3.65 5.49 1.91
H -4.54 5.49 0.39
H -2.58 1.69 0.18
H -4.19 2.39 0.18
H -3.26 2.35 1.68
```

Results
- Energy relative to the best compared isomer or geometry (same formula, charge and spin): 78.52 kJ/mol
- Frontier orbital gap: 0.2317 Ha
- Net charge: 0
- Molar mass: 1078.683 g mol⁻¹
- Calculated total energy: -90813.0917 eV



No. 4
Entry from the OMol25 dataset: a molecular structure, C37H46F5N2STa (ωB97M-V with the def2-TZVPD basis set).

Geometry as XYZ:
```
92
Properties=species:S:1:pos:R:3
Ta -0.30 0.43 0.21
C 0.79 -3.46 -0.34
C -0.28 -4.00 -1.29
C 0.24 -3.99 -2.74
C -1.68 -3.40 -1.12
C -2.75 -4.29 -1.16
C -4.06 -3.87 -0.95
C -4.31 -2.54 -0.65
C -3.27 -1.61 -0.58
C -3.61 -0.19 -0.15
C -4.12 -0.17 1.29
C -4.58 0.50 -1.10
C -1.97 -2.05 -0.86
N -0.93 -1.08 -0.92
C -0.27 -0.82 -2.13
C 0.92 -0.18 -2.08
N 1.50 0.15 -0.83
C 2.84 0.62 -0.88
C 3.23 1.79 -0.20
C 4.50 2.30 -0.46
C 5.38 1.67 -1.32
C 5.03 0.45 -1.87
C 3.78 -0.11 -1.64
C 3.54 -1.56 -2.06
C 3.73 -1.79 -3.56
C 4.47 -2.49 -1.26
C 2.39 2.49 0.85
C 3.05 2.34 2.23
C 2.14 3.97 0.56
H 1.67 -4.11 -0.36
H 0.42 -3.44 0.69
H 1.11 -2.45 -0.60
H -0.42 -5.05 -1.03
H 0.58 -3.00 -3.04
H -0.53 -4.32 -3.44
H 1.09 -4.68 -2.83
H -2.55 -5.33 -1.36
H -4.87 -4.58 -1.01
H -5.33 -2.22 -0.44
H -2.70 0.43 -0.17
H -5.09 -0.66 1.36
H -4.24 0.86 1.65
H -3.42 -0.68 1.96
H -5.53 -0.03 -1.14
H -4.18 0.56 -2.11
H -4.79 1.52 -0.76
H -0.74 -1.10 -3.06
H 1.41 0.13 -2.99
H 4.80 3.22 0.03
H 6.35 2.11 -1.54
H 5.75 -0.10 -2.47
H 2.53 -1.84 -1.80
H 4.77 -1.66 -3.85
H 3.13 -1.09 -4.16
H 3.43 -2.81 -3.83
H 5.52 -2.24 -1.43
H 4.31 -3.53 -1.55
H 4.27 -2.40 -0.19
H 1.42 1.97 0.94
H 4.01 2.86 2.24
H 3.23 1.29 2.47
H 2.42 2.78 3.01
H 3.08 4.53 0.60
H 1.47 4.39 1.31
H 1.70 4.11 -0.43
F -5.13 5.60 0.73
C -4.09 4.91 0.28
C -3.55 5.19 -0.97
F -4.08 6.16 -1.71
C -2.46 4.47 -1.43
F -1.98 4.78 -2.64
C -1.89 3.46 -0.69
S -0.52 2.51 -1.25
C -2.45 3.22 0.54
F -1.92 2.23 1.29
C -3.53 3.91 1.04
F -4.04 3.61 2.24
C -1.36 -0.96 4.22
C -0.28 -0.13 3.51
C -0.50 1.35 3.82
C 1.08 -0.56 4.05
C -0.31 -0.42 2.00
H -1.27 -0.86 5.31
H -1.27 -2.02 3.97
H -2.36 -0.62 3.94
H -0.39 1.54 4.89
H -1.50 1.67 3.53
H 0.23 1.98 3.30
H 1.14 -0.40 5.14
H 1.89 0.00 3.58
H 1.26 -1.62 3.85
H -0.20 -1.50 1.82
```

Results
- Frontier orbital gap: 0.2825 Ha
- Net charge: 0
- Molar mass: 826.794 g mol⁻¹
- Calculated total energy: -68069.4338 eV



No. 5
Entry from the OMol25 dataset: a molecular structure, C37H47B3ClF2N6O2P2S3Ti (ωB97M-V with the def2-TZVPD basis set).

Geometry as XYZ:
```
104
Properties=species:S:1:pos:R:3
Ti -0.86 2.19 -1.44
B -0.41 4.09 -4.76
N 0.71 4.05 -3.78
C 1.87 4.91 -3.93
C 2.76 4.29 -3.02
C 2.20 3.63 -2.12
N 0.80 3.35 -2.57
N -1.27 2.71 -4.91
C -1.67 2.04 -6.05
C -2.42 1.03 -5.54
C -2.23 0.98 -4.20
N -1.56 2.01 -3.74
H -1.12 4.83 -4.41
H -0.16 4.22 -6.01
H 1.41 5.42 -4.76
H 3.62 4.74 -2.97
H 2.36 2.93 -1.18
H -1.65 2.57 -6.96
H -3.29 0.52 -6.07
H -2.85 0.23 -3.47
C -4.65 2.94 -2.39
P -3.33 2.16 -1.09
C -4.12 0.34 -0.81
C -3.98 3.49 0.24
C -5.10 3.18 1.08
C -5.96 4.12 1.81
C -5.55 5.48 1.86
C -4.43 5.69 1.02
C -3.64 4.85 0.26
P -2.19 5.28 -0.64
C -2.81 6.19 -2.36
C -1.36 6.77 0.08
H -4.77 2.07 -3.03
H -4.03 3.88 -2.69
H -5.62 3.05 -1.89
H -4.37 -0.59 -1.61
H -4.95 0.20 -0.33
H -3.44 -0.11 -0.34
H -5.39 1.97 1.17
H -6.92 3.77 2.19
H -6.30 5.80 2.52
H -4.25 6.88 0.70
H -3.81 5.69 -2.42
H -1.89 5.91 -2.89
H -2.84 7.32 -1.86
H -0.55 6.88 -0.46
H 0.41 1.23 -11.57
H -1.56 8.07 0.22
F -1.00 3.53 1.62
B -1.35 2.39 1.00
F -1.88 1.58 1.75
Cl 1.44 0.60 -4.27
C 1.80 -0.48 -3.03
C 3.12 -1.29 -3.10
C 3.63 -2.05 -2.02
C 2.92 -2.19 -0.77
C 1.63 -1.51 -0.71
C 1.03 -0.67 -1.69
C -0.27 0.18 -1.58
H 3.79 -1.12 -3.95
H 4.51 -2.46 -2.24
H 3.23 -2.71 0.12
H 1.42 -1.32 0.37
H -0.39 -0.08 -0.52
H -0.95 -0.50 -2.21
C 3.72 2.87 1.69
C 2.85 1.60 1.17
C 3.76 0.65 0.15
O 1.79 2.29 0.44
B 0.58 1.69 0.36
O 0.73 0.52 1.41
C 1.92 0.86 2.23
C 2.35 -0.81 2.52
C 1.13 1.26 3.60
H 4.63 2.36 1.52
H 3.24 3.45 2.57
H 4.00 3.59 1.00
H 4.34 1.53 -0.70
H 3.16 0.08 -0.33
H 4.40 0.29 0.70
H 2.22 -1.02 3.74
H 3.62 -0.64 2.12
H 1.55 -1.47 2.11
H 0.50 2.06 3.74
H 2.11 1.51 4.12
H 1.02 0.40 4.41
S 4.64 -11.71 3.89
C 3.04 -12.02 3.40
S 2.60 -12.91 1.98
C 0.84 -12.47 2.23
N 0.72 -11.80 3.37
N 1.92 -11.49 3.96
C 1.87 -10.49 5.01
C 2.38 -10.78 6.27
C 2.49 -9.82 7.26
C 2.01 -8.53 6.97
C 1.47 -8.29 5.75
C 1.34 -9.22 4.78
S -0.37 -12.77 1.08
H 2.89 -11.69 6.47
H 3.08 -9.99 8.17
H 2.13 -7.85 7.75
H 1.01 -7.28 5.60
H 0.88 -9.09 3.86
```

Results
- Energy relative to the best compared isomer or geometry (same formula, charge and spin): 2611.88 kJ/mol
- Frontier orbital gap: 0.1758 Ha
- Net charge: -2
- 2S+1: 2
- Molar mass: 919.724 g mol⁻¹
- Expectation value of S²: 0.750
- Calculated total energy: -146331.4969 eV